ORCA calculation (ωB97M-V with the def2-TZVPD basis set) on a cluster of 2 separate species, C3H9NO in total in a non-equilibrium geometry.

```
14
Properties=species:S:1:pos:R:3:forces:R:3
O 2.28074 1.75800 0.55711 -2.20 -0.80 -0.92
N -2.93562 -1.60952 -0.02447 -3.83 -0.57 2.40
C -3.53261 -0.75519 0.75813 -0.38 -0.32 -1.41
C 2.06889 0.31712 0.26663 1.32 2.28 1.84
C 1.35299 0.06179 -0.99421 -2.01 3.94 -1.46
H 1.70387 0.13980 -2.07006 0.84 0.65 1.62
H 3.18398 1.93339 0.70562 1.53 0.09 0.15
H 0.48975 0.87752 -0.91237 1.12 -2.16 -0.52
H 3.04320 -0.06969 0.32591 1.33 -1.14 -0.18
H -4.63346 -0.99822 1.18778 3.16 0.52 0.14
H -2.62363 -1.00162 -0.70499 3.02 1.22 -1.71
H 1.04632 -0.91325 -1.00290 -1.65 -2.50 0.39
H -3.00374 0.27035 0.71489 -1.96 -0.84 0.58
H 1.55932 -0.01047 1.19291 -0.31 -0.38 -0.94
```
Positions in Å, forces in eV/Å.

Calculated values
HOMO energy   -0.35746 Eh
SMILES   C=N.CCO
Frontier orbital gap   10.62 eV

Atomic partial charges in e from the Löwdin method, atoms 1 to 4: O -0.10; N -0.02; C -0.14; C -0.30



ORCA calculation (ωB97M-V with the def2-TZVPD basis set) on the molecule C3H9NO.

```
14
Properties=species:S:1:pos:R:3:forces:R:3
O -0.50989 1.31375 0.90938 0.24 -0.30 -0.03
N 1.30963 -1.14432 1.24384 -0.22 0.27 0.00
C 0.24647 -0.92793 0.25843 0.39 0.50 0.01
C 0.02667 0.52272 -0.16563 0.17 0.22 0.25
C -0.87592 0.65556 -1.37239 0.03 -0.10 0.17
H -1.79576 0.11200 -1.16340 -0.23 0.06 -0.18
H -1.09267 1.70175 -1.55349 -0.17 0.16 0.07
H 2.16837 -0.72254 0.89587 -0.09 -0.14 0.06
H 0.50548 -1.47442 -0.63916 -0.03 -0.35 -0.21
H 1.01522 0.94426 -0.37918 -0.05 0.10 -0.05
H -0.42499 0.26564 -2.27792 0.14 -0.26 -0.12
H 1.08330 -0.63306 2.09328 0.08 -0.09 -0.04
H -0.96317 0.71046 1.50664 -0.13 0.11 0.04
H -0.69276 -1.32388 0.64372 -0.12 -0.19 0.04
```
Positions in Å, forces in eV/Å.

Calculated values
HOMO energy   -0.35029 Eh
SMILES   C[C@@H](O)CN
Frontier orbital gap   10.55 eV

Atomic partial charges in e from the Löwdin method, atoms 1 to 4: O -0.05; N 0.00; C -0.26; C -0.45



ORCA calculation (ωB97M-V with the def2-TZVPD basis set) on a cluster of 2 separate species, C3H9NO in total in a non-equilibrium geometry.

```
14
Properties=species:S:1:pos:R:3:forces:R:3
O -1.74388 1.03715 2.39439 -0.52 0.16 -0.49
N -0.26694 1.16886 0.53628 -0.62 -0.03 0.85
C -1.26718 0.38665 1.22864 1.55 -1.06 0.14
C 2.00816 -1.54547 -1.64050 0.56 -0.64 -1.32
C 1.36668 -1.23734 -2.77080 0.35 0.44 0.98
H 2.31686 -2.58611 -1.59835 0.68 0.22 0.33
H 0.64993 0.78208 0.66229 0.13 0.22 -0.58
H -1.17317 1.80861 2.47745 -0.07 0.06 0.04
H 1.48327 -1.89488 -3.62229 -0.99 -0.23 0.07
H 0.81975 -0.30647 -2.82261 0.37 0.31 -0.65
H -0.50008 1.58586 -0.34428 0.17 -0.15 -0.15
H -0.73783 -0.51362 1.58300 -0.15 0.05 -0.05
H -2.03140 -0.02325 0.56306 -0.49 0.74 0.24
H 2.46215 -0.82639 -0.96791 -0.97 -0.08 0.59
```
Positions in Å, forces in eV/Å.

Calculated values
HOMO energy   -0.35973 Eh
SMILES   C=C.NCO
Frontier orbital gap   10.71 eV

Atomic partial charges in e from the Löwdin method, atoms 1 to 4: O -0.07; N 0.02; C -0.36; C -0.09